{
  "formula": "C4H8O2",
  "method": "ωB97M-V/def2-TZVPD",
  "largest_force_ev_per_a": 1.79,
  "multiplicity": 1,
  "relative_energy_kcal_mol": 93.2,
  "e_tot_ev": -8369.2422,
  "homo_lumo_gap_ev": 9.550,
  "symbols": ["C", "C", "C", "O", "O", "C", "H", "H", "H", "H", "H", "H", "H", "H"],
  "xyz": [[-2.11338, -0.30397, -0.50652], [-0.93132, 0.81086, 0.85359], [0.21543, 0.05671, 0.34145], [0.04565, -0.96497, -0.29421], [1.44480, 0.56376, 0.49023], [2.43028, -0.15527, -0.26126], [-3.00730, -0.09034, 0.03627], [-1.94084, 0.23543, -1.43016], [-2.04574, -1.40561, -0.71922], [-0.68046, 1.87515, 1.15159], [-1.46226, 0.35967, 1.68193], [3.32625, 0.46204, -0.23688], [2.62836, -1.13473, 0.18413], [2.09055, -0.30872, -1.29094]]
}